# C3H8FN

C3H8FN in the gas phase (the ωB97M-V functional and the def2-TZVPD basis, the OMol25 dataset).

The value obtained for the energy above the lowest of the compared OMol25 structures with the same formula, charge and spin is 68.2 kJ/mol. Its structure (SMILES) is C[C@H](N)CF. The HOMO energy is -9.089 eV. The HOMO-LUMO gap comes out at 10.23 eV. For the total energy, the calculation gives -7447.47830 eV. Its charge is 0.

Last column: Löwdin charge in e.
Cartesian coordinates (Å):
1 C -0.850 -0.999 0.100  -0.098
2 C 0.365 -0.153 -0.127  -0.453
3 N 1.095 0.114 1.122  0.043
4 C -0.079 1.165 -0.762  -0.158
5 F -0.693 0.934 -2.034  -0.098
6 H -1.200 -1.504 -0.855  0.099
7 H -1.640 -0.643 0.698  0.057
8 H -0.594 -1.947 0.630  0.081
9 H 1.042 -0.746 -0.725  0.135
10 H 0.697 0.766 1.791  0.081
11 H 1.786 -0.533 1.319  0.039
12 H -0.754 1.727 -0.052  0.130
13 H 0.825 1.819 -1.105  0.142